1.
{
  "formula": "CH4O3S",
  "method": "ωB97M-V/def2-TZVPD",
  "species": ["O", "C", "O", "O", "S", "H", "H", "H", "H"],
  "xyz": [[-1.24169, 1.25316, -0.35076], [-0.18706, 0.47586, 0.02602], [-0.70177, -0.23349, 1.12762], [0.16190, -0.27322, -1.06451], [0.99469, -1.65901, -0.83670], [-2.03861, 1.09333, 0.25705], [0.73013, 1.11330, 0.48158], [0.02436, -0.69795, 1.65116], [2.25806, -1.07198, -1.29146]],
  "homo_ev": -9.62,
  "spin_multiplicity": 1,
  "homo_lumo_gap_ha": 0.374,
  "de_lowest_kj_mol": 183.35,
  "lumo_ev": 0.55,
  "max_force_ev_per_a": 3.80
}



2.
{
  "formula": "C12H24N6O",
  "method": "ωB97M-V/def2-TZVPD",
  "species": ["C", "C", "N", "C", "C", "C", "C", "C", "C", "N", "N", "C", "C", "C", "C", "N", "N", "N", "H", "H", "H", "H", "H", "H", "H", "H", "H", "H", "H", "H", "H", "H", "H", "H", "H", "H", "H", "H", "H", "H", "H", "O", "H"],
  "xyz": [[2.50394, -2.51407, 2.03560], [2.31546, -0.94748, 1.82751], [2.16930, -0.27810, 2.91510], [2.35112, -0.24794, 0.42112], [1.10863, -0.51537, -0.47332], [0.42003, -1.80449, -0.62714], [-0.73514, -1.89900, -1.53482], [-1.56632, -3.19982, -1.75885], [-3.11150, -3.00762, -1.38627], [-3.31364, -3.12398, 0.07748], [-1.16272, -0.78373, -2.24388], [-0.57190, 0.46138, -2.14309], [0.56905, 0.64617, -1.24617], [1.15625, 2.09538, -1.16397], [0.32684, 2.91862, -0.04341], [1.21358, 3.61815, 0.89441], [-0.48073, 3.91475, -0.81017], [-0.55463, 1.92409, 0.63953], [3.39356, -2.60837, 2.72243], [2.77553, -2.93941, 1.03414], [1.57266, -2.93637, 2.48444], [2.08559, 0.72437, 2.66985], [3.25235, -0.65779, -0.12949], [2.56395, 0.84268, 0.59571], [0.77099, -2.69047, -0.04750], [-1.19954, -4.08183, -1.18157], [-1.56214, -3.37709, -2.87838], [-3.48501, -2.03498, -1.81978], [-3.74726, -3.80784, -1.87337], [-3.87450, -3.96826, 0.24664], [-3.91837, -2.37074, 0.42442], [-1.96665, -0.86810, -2.86960], [-0.96648, 1.32676, -2.71882], [2.24222, 2.12167, -0.90117], [1.05882, 2.63045, -2.15551], [1.25438, 3.10451, 1.78909], [0.69009, 4.46901, 1.15455], [-0.91932, 3.39226, -1.57977], [-1.21932, 4.19727, -0.15485], [-0.10629, 1.53774, 1.47342], [-1.45810, 2.34136, 0.87002], [0.00097, 4.15381, 3.26074], [0.12425, 4.24240, 4.20468]],
  "homo_ev": -5.21,
  "spin_multiplicity": 1,
  "homo_lumo_gap_ha": 0.132,
  "lumo_ev": -1.62,
  "max_force_ev_per_a": 3.09
}



3.
{
  "formula": "C38H84N4O6",
  "method": "ωB97M-V/def2-TZVPD",
  "species": ["C", "C", "C", "C", "C", "C", "C", "C", "C", "N", "O", "H", "H", "H", "H", "H", "H", "H", "H", "H", "H", "H", "H", "H", "H", "H", "H", "H", "H", "H", "C", "C", "C", "C", "C", "C", "C", "C", "C", "N", "O", "H", "H", "H", "H", "H", "H", "H", "H", "H", "H", "H", "H", "H", "H", "H", "H", "H", "H", "H", "C", "C", "C", "C", "C", "C", "C", "C", "C", "N", "O", "H", "H", "H", "H", "H", "H", "H", "H", "H", "H", "H", "H", "H", "H", "H", "H", "H", "H", "H", "C", "C", "C", "C", "C", "C", "C", "C", "C", "N", "O", "H", "H", "H", "H", "H", "H", "H", "H", "H", "H", "H", "H", "H", "H", "H", "H", "H", "H", "H", "C", "O", "H", "H", "H", "H", "C", "O", "H", "H", "H", "H"],
  "xyz": [[-2.64293, -2.82396, -6.23847], [-2.98105, -2.45940, -4.74748], [-1.55741, -2.31771, -4.03217], [-3.60727, -1.00466, -4.85068], [-5.08461, -1.06692, -5.27978], [-5.80671, -2.08422, -4.39348], [-5.26656, -3.55088, -4.49577], [-6.10769, -4.23679, -3.41238], [-5.48944, -4.08232, -5.93613], [-3.86625, -3.45993, -4.06211], [-3.25787, -4.69784, -3.94167], [-3.54900, -3.04195, -6.80381], [-2.12934, -1.99992, -6.73373], [-1.93252, -3.64921, -6.28718], [-0.91043, -1.47892, -4.28896], [-1.60329, -2.00496, -2.98902], [-1.02344, -3.25236, -4.20368], [-3.62614, -0.53032, -3.86948], [-3.18909, -0.47535, -5.70686], [-5.64552, -0.14513, -5.12560], [-5.17950, -1.36039, -6.32524], [-6.88362, -1.91924, -4.35963], [-5.47383, -1.82914, -3.38739], [-5.76049, -3.89052, -2.43891], [-5.94002, -5.31059, -3.49570], [-7.17611, -4.11310, -3.58921], [-4.59817, -4.63983, -6.22408], [-5.84478, -3.32065, -6.63017], [-6.33182, -4.77211, -5.98800], [-2.91116, -4.88323, -4.81747], [2.15331, 2.98397, 2.63848], [1.98755, 2.81525, 4.21498], [1.93463, 1.29261, 4.62491], [3.14077, 3.29757, 5.07607], [3.25400, 4.84148, 5.16977], [1.90570, 5.35264, 5.77427], [0.66130, 4.92831, 4.97788], [-0.63195, 5.23960, 5.94160], [0.58239, 5.78038, 3.60184], [0.76992, 3.46956, 4.72827], [-0.38493, 3.14297, 4.17231], [2.71502, 2.16667, 2.18616], [1.15449, 3.10505, 2.21918], [2.79835, 3.82912, 2.39822], [1.67559, 1.22595, 5.68158], [1.05199, 0.95233, 4.08338], [2.77424, 0.70902, 4.24732], [3.03847, 3.01728, 6.12443], [3.99466, 2.89120, 4.53401], [3.95953, 5.11172, 5.95546], [3.64780, 5.22814, 4.22982], [1.87928, 6.43345, 5.91298], [1.93621, 4.96890, 6.79403], [-1.52449, 5.29366, 5.31827], [-0.54630, 6.21201, 6.42655], [-0.71817, 4.42286, 6.65826], [-0.21553, 5.38717, 2.97191], [1.51846, 5.67855, 3.05275], [0.31833, 6.81677, 3.81224], [-0.78256, 2.61365, 4.86752], [-2.62349, -5.47103, 3.54628], [-2.67553, -6.09748, 2.12880], [-1.81462, -7.30088, 2.10172], [-4.18899, -6.55673, 1.95833], [-4.49549, -6.86278, 0.50851], [-4.18523, -5.54265, -0.34061], [-2.70651, -5.11154, -0.24784], [-1.81517, -6.01015, -1.16003], [-2.69269, -3.66648, -0.73080], [-2.27758, -5.02905, 1.18012], [-1.10354, -4.46606, 1.35704], [-1.59946, -5.24454, 3.84320], [-3.27684, -4.61477, 3.71374], [-2.94605, -6.16756, 4.32017], [-0.81005, -7.11996, 1.71937], [-1.57159, -7.81874, 3.02954], [-2.06957, -8.15356, 1.47240], [-4.56522, -7.28119, 2.68062], [-4.80228, -5.66797, 2.10696], [-3.85487, -7.68944, 0.20136], [-5.54172, -7.15975, 0.58156], [-4.83928, -4.74414, 0.00967], [-4.37672, -5.75602, -1.39223], [-2.25601, -6.48173, -2.03831], [-1.41034, -6.83042, -0.56727], [-0.95597, -5.43696, -1.50836], [-1.66926, -3.29847, -0.80325], [-3.17558, -3.09464, 0.06161], [-3.25985, -3.37415, -1.61453], [-1.39978, -3.55539, 1.28995], [4.79644, 3.30780, -2.55608], [4.42062, 3.44593, -1.05082], [2.93040, 3.67241, -0.98832], [4.74449, 2.12444, -0.20428], [6.26500, 1.90790, 0.03817], [6.72151, 3.18869, 0.81779], [6.46356, 4.56649, 0.13998], [6.67902, 5.63232, 1.21356], [7.49026, 4.59917, -1.03270], [5.02554, 4.60342, -0.34459], [4.74671, 5.79627, -1.04341], [5.41625, 4.09531, -2.98476], [5.40843, 2.44180, -2.80828], [3.91257, 3.25741, -3.19194], [2.64594, 3.93580, 0.03041], [2.56137, 4.36525, -1.74456], [2.44024, 2.71720, -1.17651], [4.21439, 2.26932, 0.73706], [4.43028, 1.13034, -0.52230], [6.42698, 0.93268, 0.49728], [6.91215, 1.88731, -0.83868], [7.77394, 3.15427, 1.09939], [6.07051, 3.23525, 1.69079], [6.45111, 5.35661, 2.24319], [6.19224, 6.58096, 0.98722], [7.72264, 5.90407, 1.37204], [7.09772, 3.90179, -1.77276], [8.44880, 4.25528, -0.64408], [7.53305, 5.63532, -1.36833], [4.19367, 6.26175, -0.41169], [-0.52449, 3.87327, -0.50416], [-0.51703, 4.72140, -1.53232], [0.25259, 4.12483, 0.21762], [-1.57633, 3.81011, -0.22532], [-0.44045, 2.85549, -0.88517], [-0.53541, 5.60183, -1.15007], [0.84910, -0.16338, -0.50910], [-0.44653, -0.48557, -0.13370], [1.01514, 0.38070, -1.43889], [1.42611, 0.24884, 0.31868], [1.22006, -1.17371, -0.68152], [-0.57189, -1.15871, -0.80658]],
  "homo_ev": -7.64,
  "spin_multiplicity": 1,
  "homo_lumo_gap_ha": 0.299,
  "de_lowest_kj_mol": 519.40,
  "lumo_ev": 0.51,
  "max_force_ev_per_a": 6.89
}



4.
{
  "formula": "C25H22N3O8S",
  "method": "ωB97M-V/def2-TZVPD",
  "species": ["C", "C", "O", "C", "O", "C", "C", "C", "C", "C", "C", "C", "C", "C", "N", "O", "O", "C", "C", "C", "C", "N", "O", "O", "C", "C", "N", "S", "O", "O", "C", "C", "C", "C", "C", "C", "C", "H", "H", "H", "H", "H", "H", "H", "H", "H", "H", "H", "H", "H", "H", "H", "H", "H", "H", "H", "H", "H", "H"],
  "xyz": [[-2.25538, 1.95962, -3.21984], [-0.75780, 1.98431, -3.12720], [-0.41657, 2.18047, -1.69503], [0.84488, 1.66154, -1.47141], [1.51332, 1.09319, -2.33160], [1.27878, 1.94060, -0.06355], [2.47260, 2.83509, -0.01977], [3.44494, 2.80673, -1.04669], [4.64072, 3.52927, -0.89388], [4.92706, 4.24709, 0.28720], [3.95546, 4.23579, 1.31266], [2.70527, 3.61585, 1.13807], [1.52185, 0.34725, 0.82776], [2.43398, -0.71955, 0.51122], [3.80268, -0.56447, 0.29496], [4.39732, -1.40316, -0.42879], [4.36978, 0.42513, 0.83897], [1.76586, -1.97882, 0.56222], [2.20635, -3.29866, 0.38392], [1.38233, -4.37010, 0.71768], [0.11246, -4.12711, 1.33758], [-0.66042, -5.25016, 1.76467], [-0.10712, -6.37862, 1.70399], [-1.83675, -5.10686, 2.16589], [-0.34006, -2.80286, 1.50390], [0.45685, -1.74268, 1.05515], [0.33755, -0.34499, 1.21418], [-0.92695, 0.32969, 2.12261], [-0.78030, 1.73962, 1.88418], [-0.97650, -0.21647, 3.46028], [-2.35078, -0.31594, 1.19314], [-3.25234, -1.13560, 1.85869], [-4.29383, -1.72635, 1.14346], [-4.47764, -1.45188, -0.20674], [-5.60876, -2.07206, -0.97279], [-3.60405, -0.56297, -0.84585], [-2.53145, -0.00647, -0.15502], [-2.53894, 2.15011, -4.27274], [-2.62098, 0.97571, -2.86013], [-2.72544, 2.72328, -2.57546], [-0.33619, 1.00806, -3.44559], [-0.30686, 2.84189, -3.65832], [0.44627, 2.50145, 0.49275], [3.28010, 2.16230, -1.91492], [5.36217, 3.53415, -1.70944], [5.87880, 4.81507, 0.40409], [4.16832, 4.74151, 2.25847], [1.94653, 3.61203, 1.93242], [1.88511, 1.17735, 1.53562], [3.19222, -3.48453, -0.01644], [1.64276, -5.42327, 0.55595], [-1.30244, -2.63856, 1.97003], [-3.09449, -1.34779, 2.90328], [-4.96679, -2.40220, 1.66555], [-5.54399, -1.77673, -2.02044], [-5.56481, -3.16677, -0.93532], [-6.57503, -1.72679, -0.58490], [-3.78004, -0.30194, -1.88467], [-1.83966, 0.67021, -0.64403]],
  "homo_ev": -3.78,
  "spin_multiplicity": 1,
  "homo_lumo_gap_ha": 0.217,
  "de_lowest_kj_mol": 34.30,
  "charge": -1,
  "lumo_ev": 2.13,
  "max_force_ev_per_a": 5.71
}